Entry 1:
C46H29BiCl2N4O2 | wB97M-V/def2-TZVPD

Properties
* frontier orbital gap: 5.7 eV
* max |F|: 0.3 eV/Å
* HOMO energy: -7.21 eV
* charge: 0

Structure (XYZ):
```
84
Properties=species:S:1:pos:R:3:mulliken_charge:R:1
Bi -0.705 0.385 -0.085 1.146
Cl -5.789 0.782 2.056 -0.148
Cl -3.663 -0.796 0.859 -0.072
O -1.966 1.506 1.633 -0.360
O -3.581 2.515 2.805 -0.650
N -0.462 -1.594 0.989 -0.414
N 0.734 0.942 1.522 -0.238
N 1.082 1.440 -1.280 -0.315
N -0.042 -1.193 -1.844 -0.034
C 1.173 0.559 -4.956 -0.650
C -0.463 -0.757 4.671 -0.975
C 1.671 3.001 0.518 1.633
C -0.573 -1.624 2.351 0.109
C -1.168 -2.868 2.753 -1.200
C 0.507 0.538 2.812 0.535
C 0.187 -1.695 5.468 -0.014
C 3.195 6.897 1.431 -0.389
C -1.738 -0.040 6.588 -0.943
C -1.426 0.073 5.241 0.089
C -2.814 -4.685 -1.685 0.113
C -1.396 -3.585 1.628 -1.232
C -0.386 -2.974 -3.241 -1.393
C 0.891 0.379 -3.501 1.342
C -1.344 -6.960 -1.091 -0.863
C -0.503 -2.467 -1.901 0.411
C 2.743 0.744 -6.779 -0.857
C 1.857 6.600 1.648 -0.861
C 0.127 0.690 -5.865 0.081
C -3.335 -5.941 -1.965 -0.847
C 2.044 3.406 -1.948 -1.215
C -3.177 1.708 1.995 0.282
C 1.583 2.621 -0.837 0.255
C 1.045 1.521 3.715 -1.298
C -0.151 -0.616 3.220 1.919
C 0.153 -1.977 -3.988 -1.203
C 1.549 2.523 2.965 -1.343
C -0.125 -1.807 6.815 -0.792
C 2.209 4.357 0.831 -0.788
C -4.244 0.861 1.223 0.020
C -1.089 -0.981 7.377 -0.391
C 1.826 2.666 -3.065 -1.228
C -2.601 -7.080 -1.669 -0.351
C 1.366 5.337 1.350 0.017
C 1.695 0.879 -7.679 -0.367
C -1.556 -4.558 -1.102 -0.923
C 1.227 1.429 -2.644 0.291
C 0.386 0.853 -7.219 -0.860
C 4.041 5.924 0.916 -0.822
C 0.350 -0.856 -3.109 0.359
C -0.998 -3.204 -0.810 1.550
C 1.322 2.187 1.583 0.529
C 2.484 0.586 -5.426 0.085
C -0.959 -2.792 0.510 0.145
C 3.551 4.662 0.618 0.038
C -0.825 -5.705 -0.809 0.159
H -3.006 -8.059 -1.888 0.386
H 2.055 2.933 -4.083 0.491
H 1.049 1.429 4.788 0.519
H 1.191 7.353 2.050 0.401
H 4.212 3.899 0.223 0.482
H 3.767 0.759 -7.132 0.386
H -1.369 -3.154 3.772 0.546
H -1.333 -1.068 8.428 0.385
H 0.945 -2.333 5.027 0.476
H 0.156 -5.606 -0.360 0.456
H -1.816 -4.574 1.551 0.505
H -0.437 0.960 -7.914 0.389
H -0.765 -7.846 -0.861 0.394
H 3.300 0.476 -4.722 0.466
H 5.088 6.148 0.752 0.383
H 2.483 4.388 -1.883 0.513
H -0.651 -3.969 -3.559 0.478
H 2.051 3.414 3.305 0.512
H 0.388 -2.537 7.429 0.385
H 0.321 5.101 1.520 0.526
H -3.386 -3.793 -1.913 0.470
H -1.927 0.808 4.619 0.559
H -2.491 0.606 7.020 0.426
H -0.895 0.669 -5.504 0.451
H 0.412 -2.003 -5.034 0.486
H -4.417 1.328 0.257 0.284
H 1.897 1.004 -8.734 0.389
H 3.577 7.882 1.665 0.392
H -4.317 -6.028 -2.412 0.389
```

=====

Entry 2:
C46H33AlBrF4N3P2 | wB97M-V/def2-TZVPD

Properties
* frontier orbital gap (spin up / spin down): 7.7 / 6.8 eV
* max |F|: 1.9 eV/Å
* HOMO energy (spin up / spin down): -13.96 / -13.93 eV
* charge: +2
* ΔE to the lowest compared entry with this formula, charge and spin: 21.48 kcal per mole

Structure (XYZ):
```
90
Properties=species:S:1:pos:R:3:mulliken_charge:R:1
Br 1.243 2.377 -0.117 -0.335
P -0.113 0.468 2.420 1.088
P 1.167 -0.467 -2.690 1.758
Al -0.450 0.797 0.037 -0.114
F 4.962 0.107 1.482 -0.243
F 5.567 -0.071 4.137 -0.277
F 1.089 0.586 5.275 -0.345
F 3.697 0.197 5.993 -0.265
N -1.944 -0.569 0.034 0.704
N -2.013 1.993 0.059 0.681
N 0.176 0.089 -1.512 1.129
C -1.515 -3.530 4.297 -0.677
C -0.933 1.900 3.150 0.542
C 3.612 0.238 -1.550 0.562
C -3.235 1.425 0.027 0.844
C 0.435 -0.706 -6.667 -0.889
C -2.203 4.230 3.913 -0.794
C -0.816 4.218 3.785 -0.685
C 0.265 -3.015 -2.842 -0.418
C 2.764 0.391 -2.651 0.233
C 2.533 -4.205 -1.804 -0.808
C 4.332 0.086 3.728 0.552
C 5.166 1.783 -2.562 -0.604
C 3.340 0.274 4.721 0.082
C -4.304 3.566 0.178 -0.549
C 3.060 1.351 -3.660 -0.855
C -0.173 3.041 3.407 -0.791
C 1.419 -4.988 -2.113 -0.674
C 4.847 0.880 -1.546 -1.140
C -0.419 0.873 -4.521 -0.341
C 1.643 0.494 2.955 0.343
C -4.394 2.180 0.071 -0.869
C -1.570 -1.127 4.350 -0.581
C -0.932 1.099 -5.787 -0.744
C 0.510 -0.158 -4.320 -0.194
C 0.277 -4.385 -2.615 -0.819
C -0.469 0.333 -6.861 -0.519
C -2.959 3.084 3.697 -0.949
C 0.920 -0.938 -5.382 -0.044
C -2.763 -2.773 -0.261 -1.451
C 2.041 0.480 4.318 0.368
C 4.004 0.171 2.390 -0.281
C -1.957 -2.352 4.876 -0.760
C 4.258 2.021 -3.595 -0.892
C -3.052 4.159 0.252 -1.013
C -1.948 3.330 0.201 -0.120
C -3.178 -0.074 -0.075 0.739
C -1.731 -1.874 -0.026 -0.100
C 2.497 -2.848 -2.035 -0.135
C -4.056 -2.284 -0.354 -0.864
C -0.239 -2.264 2.740 -0.738
C -4.260 -0.904 -0.222 -0.971
C -0.749 -1.081 3.239 0.634
C 2.665 0.316 2.075 -0.211
C 1.368 -2.248 -2.550 0.053
C -0.644 -3.491 3.214 -0.509
C -2.317 1.906 3.313 -0.524
H -0.766 0.507 -7.880 0.426
H -5.341 1.654 0.117 0.429
H -0.269 -4.418 2.729 0.442
H -0.193 5.073 3.967 0.496
H -2.588 -2.399 5.736 0.493
H 2.388 1.527 -4.483 0.410
H -2.906 1.037 3.172 0.630
H -1.830 -4.477 4.710 0.432
H 3.378 -2.291 -1.744 0.486
H -2.953 5.230 0.366 0.504
H 3.289 -0.374 -0.698 0.175
H 1.597 -1.814 -5.283 0.388
H 6.146 2.292 -2.526 0.394
H -0.920 3.700 0.310 0.410
H -0.644 -2.585 -3.258 0.506
H -0.716 -2.238 0.110 0.843
H -0.654 1.527 -3.683 0.413
H -5.219 4.118 0.264 0.488
H -1.866 -0.242 4.858 0.611
H -1.624 1.921 -5.935 0.425
H -2.625 5.165 4.191 0.470
H 0.545 -2.288 1.975 0.460
H -4.032 3.081 3.749 0.531
H 4.495 2.727 -4.358 0.480
H 3.430 -4.649 -1.345 0.454
H -0.598 -4.947 -2.824 0.559
H -2.539 -3.833 -0.404 0.559
H 5.554 0.718 -0.742 0.546
H 0.902 2.996 3.297 0.441
H 0.716 -1.283 -7.531 0.456
H -5.247 -0.489 -0.352 0.485
H -4.866 -2.979 -0.537 0.471
H 1.436 -6.057 -1.980 0.470
```